# 1
ORCA calculation (ωB97M-V with the def2-TZVPD basis set) on 11 unconnected molecules or ions with the total composition H22O11 in a non-equilibrium geometry.

Last column: natural (NBO) charge in e.
CARTESIAN COORDINATES (ANGSTROEM)
O: 0.0333 -0.4587 0.7422  -0.86
H: 0.4140 0.4399 0.7000  0.43
H: -0.3369 -0.4587 -0.0821  0.43
O: 1.8260 -2.2689 4.3912  -0.94
H: 2.2660 -1.9637 5.1930  0.47
H: 2.1772 -3.1161 4.1663  0.47
O: -1.0004 -5.5717 -1.5698  -0.95
H: -0.5426 -4.7568 -1.1634  0.49
H: -1.4232 -5.3086 -2.3522  0.45
O: 2.1229 2.5047 0.8062  -0.93
H: 1.5969 3.2652 0.5311  0.47
H: 1.5407 1.7137 0.5992  0.47
O: -5.1611 0.0847 -0.0668  -0.92
H: -5.3167 0.2952 -1.0386  0.47
H: -4.2423 -0.2053 -0.0885  0.45
O: 1.6863 2.6591 -2.0854  -0.97
H: 2.1418 1.7946 -2.3284  0.49
H: 2.2673 2.8700 -1.3440  0.47
O: -2.0581 -1.1747 1.3080  -0.91
H: -2.7478 -1.2371 0.5972  0.44
H: -1.9128 -2.0850 1.5313  0.47
O: 0.9306 0.0413 -2.4654  -0.92
H: 0.9420 -0.0708 -1.5568  0.45
H: -0.0553 0.0020 -2.6119  0.46
O: 0.1792 -2.9526 -1.7141  -0.92
H: -0.6395 -3.3521 -2.1785  0.46
H: -0.0467 -2.0811 -1.4561  0.46
O: 2.1741 4.6235 2.4867  -0.94
H: 2.5421 4.1125 1.7151  0.47
H: 3.0286 4.7135 3.0613  0.47
O: -1.1136 2.6010 -0.9792  -0.93
H: -0.9922 2.4136 -1.9198  0.47
H: -0.2798 2.9273 -0.8279  0.46

Computed properties:
molar mass = 198.16 g mol⁻¹
HOMO energy = -11.11 eV
ΔE to the lowest compared entry with this formula, charge and spin = 112.1 kcal per mole
E_LUMO = -0.57 eV
structure (SMILES) = O.O.O.O.O.O.O.O.O.O.O
electronic energy = -840.70153 a.u.



# 2
ORCA calculation (ωB97M-V with the def2-TZVPD basis set) on 11 unconnected molecules or ions with the total composition H22O11.

Last column: natural (NBO) charge in e.
CARTESIAN COORDINATES (ANGSTROEM)
O: 0.9243 0.4827 4.5295  -0.94
H: 0.3805 0.2627 5.2859  0.47
H: 1.7858 0.1228 4.7405  0.47
O: -3.2972 -0.0249 -4.2224  -0.94
H: -2.5790 -0.3229 -4.7807  0.47
H: -2.9600 -0.1115 -3.3308  0.47
O: -2.6468 2.8939 3.9039  -0.94
H: -1.8301 2.4047 3.8044  0.47
H: -2.3847 3.8127 3.8474  0.47
O: -1.2608 5.1375 -0.0032  -0.94
H: -1.5643 4.3728 -0.4925  0.47
H: -0.5394 5.4866 -0.5267  0.47
O: 4.5285 -2.0113 2.1806  -0.94
H: 4.0769 -1.3154 1.7031  0.47
H: 4.0172 -2.7993 1.9969  0.47
O: 2.4176 -4.0418 -2.0688  -0.94
H: 2.8801 -4.8248 -2.3675  0.47
H: 2.9105 -3.3133 -2.4466  0.47
O: -0.6970 0.0324 -0.5225  -0.94
H: 0.1846 0.4050 -0.5366  0.47
H: -0.9377 0.0203 0.4039  0.47
O: -5.2022 -0.6545 2.3830  -0.94
H: -6.0486 -0.2074 2.3795  0.47
H: -4.6138 -0.0509 2.8365  0.47
O: 3.3777 1.9077 0.4732  -0.94
H: 3.2902 2.2730 1.3536  0.47
H: 3.5251 2.6685 -0.0887  0.47
O: 3.8598 -0.7020 -4.2953  -0.94
H: 4.6214 -0.3554 -4.7602  0.47
H: 3.7463 -0.1138 -3.5487  0.47
O: -3.4677 -4.1491 -2.4792  -0.94
H: -3.6118 -3.7404 -3.3327  0.47
H: -2.8854 -3.5446 -2.0189  0.47

Computed properties:
molar mass = 198.17 g mol⁻¹
HOMO energy = -11.17 eV
ΔE to the lowest compared entry with this formula, charge and spin = 60.0 kcal per mole
E_LUMO = -0.22 eV
structure (SMILES) = O.O.O.O.O.O.O.O.O.O.O
electronic energy = -840.78454 a.u.



# 3
ORCA calculation (ωB97M-V with the def2-TZVPD basis set) on 11 unconnected molecules or ions with the total composition H22O11 in a non-equilibrium geometry.

Last column: natural (NBO) charge in e.
CARTESIAN COORDINATES (ANGSTROEM)
O: -0.8830 -1.1939 -3.2813  -0.97
H: -0.8519 -0.2551 -3.1988  0.48
H: -1.2609 -1.3835 -4.1581  0.47
O: 2.9621 -0.5140 -1.7552  -0.93
H: 2.3468 0.1567 -1.5081  0.47
H: 3.7859 -0.0156 -1.7881  0.46
O: -1.1384 -2.2945 -0.6721  -0.98
H: -1.1932 -2.5975 -1.5571  0.48
H: -0.6276 -1.4980 -0.6861  0.47
O: 2.5580 0.2393 2.7518  -0.96
H: 2.9478 -0.2756 2.0446  0.47
H: 3.2125 0.7322 3.1812  0.49
O: 0.5031 -0.2860 -0.3047  -0.97
H: -0.2746 0.1686 -0.4185  0.49
H: 0.4190 -0.7297 0.5559  0.50
O: -2.0283 0.5266 0.7055  -0.98
H: -1.9885 0.6965 1.6918  0.50
H: -2.6770 -0.1610 0.6374  0.50
O: -1.6061 -1.5864 3.7102  -0.96
H: -0.8902 -1.6705 3.0569  0.49
H: -1.2302 -1.9808 4.4769  0.46
O: 0.5566 -1.5962 1.8855  -0.94
H: 1.1034 -0.8489 2.0357  0.50
H: 1.1533 -2.3424 1.9153  0.50
O: -2.2121 3.0912 -0.2276  -0.95
H: -2.5544 2.8519 -1.0739  0.45
H: -2.0301 2.2598 0.1686  0.48
O: -1.1757 1.3501 -2.3992  -0.93
H: -0.3119 1.6469 -2.3814  0.47
H: -1.5967 2.0433 -2.9511  0.48
O: 1.9460 1.8638 0.1538  -0.96
H: 1.4560 1.0809 -0.1286  0.47
H: 1.5800 2.5223 -0.4813  0.45

Computed properties:
molar mass = 198.17 g mol⁻¹
HOMO energy = -10.31 eV
ΔE to the lowest compared entry with this formula, charge and spin = 54.7 kcal per mole
E_LUMO = 0.01 eV
structure (SMILES) = O.O.O.O.O.O.O.O.O.O.O
electronic energy = -840.79290 a.u.



# 4
ORCA calculation (ωB97M-V with the def2-TZVPD basis set) on 11 unconnected molecules or ions with the total composition H22O11 in a non-equilibrium geometry.

Last column: natural (NBO) charge in e.
CARTESIAN COORDINATES (ANGSTROEM)
O: -0.3120 -0.3647 -0.0342  -0.94
H: -0.0226 0.4301 -0.6147  0.46
H: 0.4846 -0.9093 -0.1194  0.48
O: 3.3116 -0.2954 -1.4232  -0.93
H: 2.3897 0.0229 -1.5791  0.46
H: 3.1505 -1.2120 -1.1652  0.48
O: 4.8853 -0.4389 0.4464  -0.98
H: 4.2179 0.1315 0.0907  0.50
H: 5.7221 0.1169 0.6152  0.46
O: -0.9347 -1.2366 -4.7693  -0.93
H: -1.5791 -0.8077 -4.1249  0.47
H: -1.5451 -1.6213 -5.3801  0.46
O: -4.0424 -0.4219 3.0954  -0.93
H: -3.3685 -0.4939 2.3180  0.47
H: -4.2735 -1.3815 3.1809  0.47
O: 2.8676 1.6062 0.9383  -0.92
H: 2.9604 1.9545 0.1206  0.45
H: 2.8849 2.3362 1.5773  0.47
O: 0.7611 -1.7732 2.7642  -0.94
H: 0.5215 -2.5729 2.4425  0.47
H: 1.4074 -1.8806 3.4996  0.50
O: -3.1444 3.5589 1.6657  -0.92
H: -2.3963 3.5329 1.0511  0.45
H: -3.1023 2.5464 1.8365  0.46
O: -0.2370 -2.5403 -1.4189  -0.93
H: -1.0409 -2.8881 -1.8158  0.47
H: 0.3553 -3.2301 -1.9005  0.46
O: 0.7090 0.5053 1.4719  -0.97
H: 0.5334 -0.4036 1.8013  0.48
H: -0.1761 0.8605 1.3050  0.45
O: -3.9895 2.1030 -2.0603  -0.93
H: -3.2305 1.7303 -1.6344  0.46
H: -3.7672 3.0364 -2.1805  0.47

Computed properties:
molar mass = 198.16 g mol⁻¹
HOMO energy = -8.27 eV
ΔE to the lowest compared entry with this formula, charge and spin = 139.8 kcal per mole
E_LUMO = -0.25 eV
structure (SMILES) = O.O.O.O.O.O.O.O.O.O.O
electronic energy = -840.65742 a.u.



# 5
ORCA calculation (ωB97M-V with the def2-TZVPD basis set) on 11 unconnected molecules or ions with the total composition H22O11 in a non-equilibrium geometry.

Last column: natural (NBO) charge in e.
CARTESIAN COORDINATES (ANGSTROEM)
O: -0.0460 0.5733 -0.1631  -0.95
H: 0.6150 -0.1070 0.0079  0.47
H: -0.8683 0.1876 0.1594  0.47
O: -3.0014 -2.8070 0.2456  -0.93
H: -2.2662 -2.8609 0.8665  0.46
H: -3.0512 -1.8708 0.0219  0.47
O: -0.5451 -1.9127 3.0883  -0.95
H: -0.0830 -1.4373 3.7879  0.48
H: -1.2297 -2.4068 3.5533  0.47
O: 1.0478 3.4083 -1.3510  -0.93
H: 0.2930 3.4936 -0.7577  0.47
H: 0.6508 3.2412 -2.2132  0.47
O: 1.5110 -3.6130 -0.2903  -0.93
H: 2.1861 -3.2741 0.3084  0.46
H: 0.8015 -3.9010 0.2952  0.47
O: 3.6865 0.2907 2.6068  -0.94
H: 4.5206 -0.1486 2.8076  0.47
H: 3.9179 0.9340 1.9274  0.46
O: -0.8184 -0.6533 -3.2476  -0.94
H: -0.9935 0.2845 -3.1106  0.47
H: -0.3337 -0.9192 -2.4581  0.47
O: -3.6265 3.3816 0.6487  -0.93
H: -4.1623 3.6508 -0.1060  0.47
H: -2.7643 3.7767 0.4770  0.47
O: 2.2019 -2.6420 -2.3427  -0.92
H: 2.3417 -2.2023 -1.4965  0.46
H: 1.5952 -2.0587 -2.8126  0.46
O: -5.1307 0.7940 0.4702  -0.93
H: -4.5870 1.3251 -0.1225  0.47
H: -5.9656 0.6967 -0.0015  0.47
O: 4.7648 2.9587 0.2472  -0.93
H: 4.1448 2.2208 0.2587  0.46
H: 4.8879 3.1469 -0.6900  0.48

Computed properties:
molar mass = 198.16 g mol⁻¹
HOMO energy = -10.63 eV
ΔE to the lowest compared entry with this formula, charge and spin = 72.1 kcal per mole
E_LUMO = -0.27 eV
structure (SMILES) = O.O.O.O.O.O.O.O.O.O.O
electronic energy = -840.76530 a.u.



# 6
ORCA calculation (ωB97M-V with the def2-TZVPD basis set) on 11 unconnected molecules or ions with the total composition H22O11 in a non-equilibrium geometry.

Last column: natural (NBO) charge in e.
CARTESIAN COORDINATES (ANGSTROEM)
O: 0.2893 0.5098 -0.8876  -0.94
H: 0.7484 0.0266 -0.2045  0.46
H: 0.1045 1.4108 -0.4723  0.48
O: -0.7193 -3.3528 -1.1768  -0.90
H: -0.3676 -3.1566 -2.0496  0.47
H: -0.5057 -4.3436 -1.0336  0.44
O: -4.6003 2.1607 -1.1211  -0.93
H: -5.0950 1.9407 -1.8200  0.46
H: -3.7242 1.7313 -1.1868  0.46
O: 4.6105 -1.9495 0.3147  -0.93
H: 3.6840 -2.0109 0.2658  0.46
H: 4.7984 -1.6542 1.2064  0.47
O: -2.8387 -0.7452 -1.3183  -0.93
H: -2.6094 0.2444 -1.1585  0.46
H: -3.7574 -0.9109 -1.1648  0.47
O: -1.1780 0.7115 1.3341  -0.94
H: -1.7665 1.2181 2.0035  0.46
H: -0.6591 0.1831 1.9413  0.47
O: 2.5499 4.3006 -0.4723  -0.92
H: 1.9720 3.6524 -0.6692  0.46
H: 2.0930 5.0916 -0.8097  0.46
O: 2.5462 0.6986 -2.3454  -0.94
H: 1.9154 0.0917 -2.7447  0.47
H: 3.1406 0.9320 -3.0754  0.46
O: 0.2249 1.8486 2.9768  -0.95
H: 0.4727 1.2218 3.7031  0.47
H: 1.0048 2.1587 2.5258  0.49
O: 0.2383 -2.0676 -0.2843  -0.90
H: 1.0169 -1.6400 -0.4769  0.43
H: 0.3266 -2.7805 0.3272  0.47
O: -1.4237 -1.9268 2.2237  -0.91
H: -0.7606 -2.3629 2.8434  0.45
H: -1.7310 -1.2316 2.8060  0.46

Computed properties:
molar mass = 198.16 g mol⁻¹
HOMO energy = -8.19 eV
ΔE to the lowest compared entry with this formula, charge and spin = 169.1 kcal per mole
E_LUMO = -0.16 eV
structure (SMILES) = O.O.O.O.O.O.O.O.O.O.O
electronic energy = -840.61060 a.u.



Q: Among the records above, which one has the highest electronic energy?
A: number 6



Repeat the second record exactly.
ORCA calculation (ωB97M-V with the def2-TZVPD basis set) on 11 unconnected molecules or ions with the total composition H22O11.

Last column: natural (NBO) charge in e.
CARTESIAN COORDINATES (ANGSTROEM)
O: 0.9243 0.4827 4.5295  -0.94
H: 0.3805 0.2627 5.2859  0.47
H: 1.7858 0.1228 4.7405  0.47
O: -3.2972 -0.0249 -4.2224  -0.94
H: -2.5790 -0.3229 -4.7807  0.47
H: -2.9600 -0.1115 -3.3308  0.47
O: -2.6468 2.8939 3.9039  -0.94
H: -1.8301 2.4047 3.8044  0.47
H: -2.3847 3.8127 3.8474  0.47
O: -1.2608 5.1375 -0.0032  -0.94
H: -1.5643 4.3728 -0.4925  0.47
H: -0.5394 5.4866 -0.5267  0.47
O: 4.5285 -2.0113 2.1806  -0.94
H: 4.0769 -1.3154 1.7031  0.47
H: 4.0172 -2.7993 1.9969  0.47
O: 2.4176 -4.0418 -2.0688  -0.94
H: 2.8801 -4.8248 -2.3675  0.47
H: 2.9105 -3.3133 -2.4466  0.47
O: -0.6970 0.0324 -0.5225  -0.94
H: 0.1846 0.4050 -0.5366  0.47
H: -0.9377 0.0203 0.4039  0.47
O: -5.2022 -0.6545 2.3830  -0.94
H: -6.0486 -0.2074 2.3795  0.47
H: -4.6138 -0.0509 2.8365  0.47
O: 3.3777 1.9077 0.4732  -0.94
H: 3.2902 2.2730 1.3536  0.47
H: 3.5251 2.6685 -0.0887  0.47
O: 3.8598 -0.7020 -4.2953  -0.94
H: 4.6214 -0.3554 -4.7602  0.47
H: 3.7463 -0.1138 -3.5487  0.47
O: -3.4677 -4.1491 -2.4792  -0.94
H: -3.6118 -3.7404 -3.3327  0.47
H: -2.8854 -3.5446 -2.0189  0.47

Computed properties:
molar mass = 198.17 g mol⁻¹
HOMO energy = -11.17 eV
ΔE to the lowest compared entry with this formula, charge and spin = 60.0 kcal per mole
E_LUMO = -0.22 eV
structure (SMILES) = O.O.O.O.O.O.O.O.O.O.O
electronic energy = -840.78454 a.u.



Copy entry 1 word for word.
ORCA calculation (ωB97M-V with the def2-TZVPD basis set) on 11 unconnected molecules or ions with the total composition H22O11 in a non-equilibrium geometry.

Last column: natural (NBO) charge in e.
CARTESIAN COORDINATES (ANGSTROEM)
O: 0.0333 -0.4587 0.7422  -0.86
H: 0.4140 0.4399 0.7000  0.43
H: -0.3369 -0.4587 -0.0821  0.43
O: 1.8260 -2.2689 4.3912  -0.94
H: 2.2660 -1.9637 5.1930  0.47
H: 2.1772 -3.1161 4.1663  0.47
O: -1.0004 -5.5717 -1.5698  -0.95
H: -0.5426 -4.7568 -1.1634  0.49
H: -1.4232 -5.3086 -2.3522  0.45
O: 2.1229 2.5047 0.8062  -0.93
H: 1.5969 3.2652 0.5311  0.47
H: 1.5407 1.7137 0.5992  0.47
O: -5.1611 0.0847 -0.0668  -0.92
H: -5.3167 0.2952 -1.0386  0.47
H: -4.2423 -0.2053 -0.0885  0.45
O: 1.6863 2.6591 -2.0854  -0.97
H: 2.1418 1.7946 -2.3284  0.49
H: 2.2673 2.8700 -1.3440  0.47
O: -2.0581 -1.1747 1.3080  -0.91
H: -2.7478 -1.2371 0.5972  0.44
H: -1.9128 -2.0850 1.5313  0.47
O: 0.9306 0.0413 -2.4654  -0.92
H: 0.9420 -0.0708 -1.5568  0.45
H: -0.0553 0.0020 -2.6119  0.46
O: 0.1792 -2.9526 -1.7141  -0.92
H: -0.6395 -3.3521 -2.1785  0.46
H: -0.0467 -2.0811 -1.4561  0.46
O: 2.1741 4.6235 2.4867  -0.94
H: 2.5421 4.1125 1.7151  0.47
H: 3.0286 4.7135 3.0613  0.47
O: -1.1136 2.6010 -0.9792  -0.93
H: -0.9922 2.4136 -1.9198  0.47
H: -0.2798 2.9273 -0.8279  0.46

Computed properties:
molar mass = 198.16 g mol⁻¹
HOMO energy = -11.11 eV
ΔE to the lowest compared entry with this formula, charge and spin = 112.1 kcal per mole
E_LUMO = -0.57 eV
structure (SMILES) = O.O.O.O.O.O.O.O.O.O.O
electronic energy = -840.70153 a.u.



Q: What is the electronic energy in the third record?
A: -840.79290 a.u.